No. 1
Computed, not measured: an isolated molecule of C5H11NO, with ωB97M-V with the def2-TZVPD basis set.

XYZ file:
```
18
Properties=species:S:1:pos:R:3:forces:R:3:mulliken_charge:R:1
O 0.956 -0.313 -1.786 -0.408 0.204 -0.238 -0.618
N -0.312 0.362 -0.046 -1.171 1.550 1.374 -0.234
C -0.427 -0.923 0.677 0.556 0.537 2.001 0.179
C 0.930 2.066 -1.369 1.382 -0.605 0.578 -1.040
C -1.866 -1.114 1.083 -1.958 0.121 -0.764 -1.349
C 0.444 0.594 -1.159 1.007 0.532 0.941 0.686
C 0.404 -0.821 1.996 2.060 0.302 1.123 -1.162
H 0.296 2.885 -1.630 -1.255 0.068 -0.034 0.346
H -0.683 1.217 0.517 1.066 -2.202 -1.549 0.312
H -0.115 -0.334 2.782 -1.247 1.124 0.463 0.346
H -2.170 -0.206 1.637 0.078 -0.666 0.305 0.337
H 0.649 -1.743 2.653 -0.003 0.743 -2.025 0.319
H 1.324 -0.126 1.904 -1.074 -1.601 -0.216 0.297
H 0.014 -1.770 0.200 -0.041 -0.110 -1.329 0.337
H 1.609 1.975 -2.243 0.015 0.166 0.903 0.304
H -2.581 -1.099 0.237 0.653 0.005 -0.116 0.355
H 1.452 2.424 -0.401 -0.462 -0.801 -1.657 0.242
H -2.171 -2.052 1.590 0.802 0.632 0.239 0.343
```
Forces are in eV/Å.

Computed properties:
- relative energy (zero: lowest compared OMol25 entry of this formula, charge and spin) (kJ/mol) = 125.4
- max |F| (eV/Å) = 2.896
- net charge = 0
- frontier orbital gap (eV) = 10.4
- SMILES = CC(=O)NC(C)C
- spin multiplicity = 1

No. 2
Computed, not measured: an isolated molecule of C5H11NO, with ωB97M-V with the def2-TZVPD basis set.

XYZ file:
```
18
Properties=species:S:1:pos:R:3:forces:R:3:mulliken_charge:R:1
O -1.999 0.287 -1.498 0.955 -0.799 0.535 -0.512
N -1.410 0.683 1.392 0.586 0.122 -0.832 -0.650
C -0.948 -0.441 -0.776 -0.961 1.355 -1.267 -0.457
C 2.461 0.000 -0.814 0.247 0.315 0.213 -0.753
C 2.037 -0.614 0.285 0.378 -1.588 -1.098 -0.236
C -0.378 0.426 0.344 1.204 -1.831 1.571 -0.088
C 0.756 -0.515 0.995 -2.084 1.449 0.213 -0.622
H 0.830 -0.289 2.068 0.399 0.267 -0.215 0.344
H -1.369 -1.373 -0.387 -0.037 0.222 0.225 0.290
H 2.064 0.924 -1.214 -0.330 -0.053 0.002 0.275
H -1.063 0.240 2.230 -0.364 0.018 0.303 0.232
H 3.296 -0.420 -1.364 0.119 0.180 0.182 0.242
H 0.229 -1.474 1.000 0.534 -0.344 -0.027 0.299
H -1.390 1.678 1.568 -0.252 0.075 0.293 0.272
H 0.069 1.384 0.069 -0.123 -0.206 -0.628 0.475
H -0.211 -0.692 -1.539 0.265 -0.041 0.255 0.310
H 2.552 -1.560 0.485 0.119 0.346 0.257 0.245
H -2.060 1.081 -0.976 -0.653 0.512 0.020 0.331
```
Forces are in eV/Å.

Computed properties:
- relative energy (zero: lowest compared OMol25 entry of this formula, charge and spin) (kJ/mol) = 226.9
- max |F| (eV/Å) = 2.696
- net charge = 0
- frontier orbital gap (eV) = 10.7
- SMILES = C=CC[C@H](N)CO
- spin multiplicity = 1

No. 3
Computed, not measured: an isolated molecule of C5H11NO, with ωB97M-V with the def2-TZVPD basis set.

XYZ file:
```
18
Properties=species:S:1:pos:R:3:forces:R:3:mulliken_charge:R:1
O -0.437 -0.724 -1.448 0.565 -0.449 0.361 -0.452
N -0.204 -0.311 0.805 0.041 -0.336 -0.443 0.130
C 0.614 0.078 1.976 -0.175 0.036 -0.450 -1.085
C -1.197 0.372 -1.933 -0.244 0.199 -0.037 -0.713
C 0.383 -0.421 -0.385 -0.054 0.358 0.280 0.726
C 1.762 0.079 -0.686 0.127 0.013 0.008 -1.312
C -1.508 -0.568 1.036 -0.173 -0.083 0.125 -0.739
H -2.069 -1.048 0.247 0.070 0.105 0.165 0.315
H -1.836 -0.602 2.062 0.085 0.003 -0.064 0.240
H -1.961 0.661 -1.201 0.104 0.105 -0.168 0.317
H 1.791 1.172 -0.826 0.033 -0.094 -0.027 0.290
H -0.082 0.427 2.741 0.268 -0.090 -0.077 0.339
H -1.676 0.022 -2.851 0.070 0.170 0.153 0.223
H 1.188 -0.789 2.321 -0.141 0.240 -0.049 0.295
H 1.284 0.887 1.676 -0.098 -0.145 0.244 0.393
H 2.496 -0.167 0.089 -0.165 0.006 -0.109 0.411
H 2.121 -0.374 -1.616 -0.158 0.013 0.141 0.338
H -0.539 1.223 -2.147 -0.154 -0.050 -0.054 0.284
```
Forces are in eV/Å.

Computed properties:
- relative energy (zero: lowest compared OMol25 entry of this formula, charge and spin) (kJ/mol) = 356.0
- max |F| (eV/Å) = 0.807
- net charge = 0
- frontier orbital gap (eV) = 7.1
- spin multiplicity = 1

No. 4
Computed, not measured: an isolated molecule of C5H11NO, with ωB97M-V with the def2-TZVPD basis set.

XYZ file:
```
18
Properties=species:S:1:pos:R:3:forces:R:3:mulliken_charge:R:1
O -0.207 -0.255 -2.878 -0.561 -0.026 -0.038 -0.554
N 0.483 -0.455 0.135 -0.027 -0.090 -0.166 -0.205
C 1.084 -0.404 1.453 0.183 -0.071 0.152 -0.566
C 1.050 0.328 -0.954 0.047 -0.021 -0.167 -0.695
C -1.529 -0.558 1.610 -0.009 -0.012 0.010 -1.359
C -0.020 0.795 -1.933 -0.010 0.143 0.039 -0.332
C -0.265 0.169 1.212 -0.152 0.086 -0.018 0.275
H -0.485 -1.031 -2.368 0.039 0.147 -0.186 0.335
H -1.861 -0.297 2.621 0.097 0.018 -0.142 0.348
H 1.895 0.308 1.626 -0.125 -0.137 -0.144 0.272
H 1.204 -1.356 1.968 -0.066 0.145 -0.082 0.238
H 1.766 1.103 -0.623 -0.395 -0.020 -0.009 0.354
H -0.318 1.262 1.236 0.047 -0.188 -0.112 0.386
H -2.341 -0.322 0.912 0.095 -0.015 0.111 0.274
H 0.328 1.670 -2.493 -0.093 -0.222 0.049 0.297
H -1.356 -1.638 1.568 -0.019 0.167 0.017 0.326
H -0.976 1.047 -1.452 0.204 0.043 0.057 0.234
H 1.549 -0.365 -1.640 0.744 0.052 0.628 0.373
```
Forces are in eV/Å.

Computed properties:
- relative energy (zero: lowest compared OMol25 entry of this formula, charge and spin) (kJ/mol) = 222.3
- max |F| (eV/Å) = 0.976
- net charge = 0
- frontier orbital gap (eV) = 10.3
- SMILES = C[C@H]1CN1CCO
- spin multiplicity = 1

No. 5
Computed, not measured: an isolated molecule of C5H11NO, with ωB97M-V with the def2-TZVPD basis set.

XYZ file:
```
18
Properties=species:S:1:pos:R:3:forces:R:3:mulliken_charge:R:1
O -1.177 -0.655 -2.406 1.816 0.962 2.154 -0.668
N -1.052 0.464 -0.436 -0.458 -0.106 0.176 -0.169
C -1.552 0.338 2.132 0.406 -0.066 -2.328 -1.009
C -0.511 -0.340 -1.387 1.136 -1.464 -0.316 0.537
C 0.903 -1.071 -1.019 -0.927 2.082 -2.333 -0.679
C -0.720 1.017 0.934 1.464 -2.198 -1.541 -0.379
C 2.329 -0.231 -0.934 -0.537 -3.728 0.618 -0.893
H 2.194 0.813 -1.079 0.165 0.737 -0.569 0.331
H -0.874 2.073 0.704 0.205 0.094 1.174 0.364
H 0.551 -1.534 -0.099 0.813 -0.811 -0.108 0.353
H -1.609 -0.759 1.928 0.402 0.844 0.480 0.267
H -2.572 0.672 2.122 -0.607 0.306 -0.397 0.318
H 0.933 -1.652 -1.995 0.244 -0.222 1.901 0.300
H -1.874 0.767 -0.889 -1.517 0.811 0.223 0.223
H -1.229 0.599 3.123 0.791 -0.123 0.281 0.345
H 0.405 0.740 0.939 -1.686 0.902 0.829 0.198
H 2.960 -0.832 -1.670 -0.636 1.672 0.567 0.310
H 2.895 -0.410 0.033 -1.075 0.307 -0.813 0.252
```
Forces are in eV/Å.

Computed properties:
- relative energy (zero: lowest compared OMol25 entry of this formula, charge and spin) (kJ/mol) = 203.4
- max |F| (eV/Å) = 3.817
- net charge = 0
- frontier orbital gap (eV) = 10.3
- SMILES = CCNC(=O)CC
- spin multiplicity = 1

No. 6
Computed, not measured: a cluster of 2 separate species, C5H11NO in total, with ωB97M-V with the def2-TZVPD basis set.

XYZ file:
```
18
Properties=species:S:1:pos:R:3:forces:R:3:mulliken_charge:R:1
O -1.466 2.368 0.259 0.011 -0.052 0.104 -0.683
N 0.169 -0.094 0.642 -0.168 -0.033 0.032 -0.221
C -1.049 -0.754 0.904 -0.135 -0.049 -0.055 -0.153
C 1.417 -0.803 0.874 0.189 -0.108 0.145 -0.558
C -2.060 -0.825 0.040 0.090 -0.046 0.080 -0.746
C 1.597 0.591 -1.342 0.018 0.027 0.008 -1.507
C 0.966 -0.493 -0.509 0.021 -0.030 -0.208 0.236
H 1.993 1.387 -0.704 -0.058 -0.105 -0.072 0.326
H 0.862 1.033 -2.023 0.094 -0.059 0.087 0.290
H -2.183 1.797 0.562 0.040 0.123 -0.085 0.310
H 2.420 0.182 -1.938 -0.119 0.064 0.084 0.389
H -2.996 -1.297 0.319 0.155 0.062 -0.008 0.273
H -0.680 1.842 0.476 -0.039 0.038 -0.046 0.426
H -1.132 -1.148 1.916 -0.012 0.054 -0.131 0.308
H -1.982 -0.395 -0.956 0.011 -0.095 0.136 0.323
H 1.352 -1.837 1.212 -0.016 0.154 -0.066 0.297
H 0.562 -1.341 -1.064 0.046 0.138 0.092 0.438
H 2.210 -0.214 1.332 -0.128 -0.083 -0.097 0.253
```
Forces are in eV/Å.

Computed properties:
- relative energy (zero: lowest compared OMol25 entry of this formula, charge and spin) (kJ/mol) = 222.3
- max |F| (eV/Å) = 0.262
- net charge = 0
- frontier orbital gap (eV) = 10.0
- SMILES = C=CN1C[C@@H]1C.O
- spin multiplicity = 1

No. 7
Computed, not measured: a structure of composition C5H11NO, with ωB97M-V with the def2-TZVPD basis set.

XYZ file:
```
18
Properties=species:S:1:pos:R:3:forces:R:3:mulliken_charge:R:1
O 2.203 0.610 1.973 0.294 -0.388 -0.303 -0.600
N 0.564 -0.889 1.440 -1.396 1.770 -0.602 -0.655
C 1.626 -0.054 1.140 0.564 0.627 -0.690 0.714
C 1.826 0.133 -0.377 0.779 -0.129 -0.047 -0.935
C -1.807 -0.823 -0.532 -0.164 -0.181 -0.047 -1.128
C -0.349 0.676 0.838 -0.456 -0.672 0.541 -0.701
C -1.226 0.572 -0.397 -0.015 -0.224 0.176 -0.199
H 1.101 -0.410 -1.007 0.428 0.116 0.417 0.288
H -0.731 0.891 -1.330 0.082 -0.169 0.464 0.269
H -2.626 -0.858 -1.251 0.049 -0.042 0.015 0.383
H -2.032 1.307 -0.241 0.140 -0.172 0.067 0.342
H -2.174 -1.157 0.443 -0.043 -0.055 -0.175 0.315
H 0.255 1.608 0.789 0.073 -1.173 0.338 0.388
H 0.451 -1.594 0.702 -0.161 0.628 -0.042 0.299
H -1.034 -1.529 -0.859 -0.191 0.066 0.007 0.243
H 1.777 1.195 -0.642 0.289 -0.279 0.105 0.311
H 2.819 -0.243 -0.557 0.513 0.003 -0.546 0.312
H -0.855 0.643 1.776 -0.784 0.275 0.321 0.356
```
Forces are in eV/Å.

Computed properties:
- relative energy (zero: lowest compared OMol25 entry of this formula, charge and spin) (kJ/mol) = 309.0
- max |F| (eV/Å) = 2.333
- net charge = 0
- frontier orbital gap (eV) = 10.3
- spin multiplicity = 1

No. 8
Computed, not measured: an isolated molecule of C5H11NO, with ωB97M-V with the def2-TZVPD basis set.

XYZ file:
```
18
Properties=species:S:1:pos:R:3:forces:R:3:mulliken_charge:R:1
O -1.743 1.699 0.779 -0.028 -0.039 -0.047 -0.539
N 0.123 -0.229 0.476 0.299 0.170 -0.245 0.200
C 1.275 -0.230 1.281 0.163 0.342 0.053 -0.492
C 1.261 -0.691 -0.215 -0.101 0.170 -0.349 -0.360
C 1.488 0.080 -1.547 0.399 -0.281 0.421 -1.125
C -1.960 0.596 -0.076 -0.226 -0.455 -0.032 -0.309
C -1.255 -0.627 0.498 0.272 0.132 0.064 -0.537
H 1.558 -1.737 -0.302 -0.737 -0.289 0.075 0.343
H -0.805 1.643 1.017 -0.112 0.136 -0.152 0.288
H 1.255 -0.895 2.184 0.638 0.089 -1.120 0.261
H -1.607 -0.802 1.522 0.038 -0.190 -0.157 0.305
H 1.759 0.737 1.445 -0.288 -0.070 0.291 0.197
H 0.611 -0.032 -2.227 0.385 -0.105 0.736 0.215
H -1.370 -1.509 -0.141 -0.284 -0.008 0.216 0.324
H 2.340 -0.330 -2.099 0.034 0.238 0.141 0.373
H -3.032 0.409 -0.136 -0.108 0.261 -0.143 0.369
H -1.520 0.763 -1.077 -0.413 0.088 0.223 0.178
H 1.622 1.155 -1.383 0.070 -0.189 0.024 0.308
```
Forces are in eV/Å.

Computed properties:
- relative energy (zero: lowest compared OMol25 entry of this formula, charge and spin) (kJ/mol) = 302.5
- max |F| (eV/Å) = 1.292
- net charge = 0
- frontier orbital gap (eV) = 9.7
- SMILES = C[C@H]1CN1CCO
- spin multiplicity = 1